Record 1
{"formula": "C6H12O", "method": "wB97M-V/def2-TZVPD", "symbols": ["C", "C", "C", "C", "C", "C", "O", "H", "H", "H", "H", "H", "H", "H", "H", "H", "H", "H", "H"], "coordinates": [[-2.23132, -0.20043, 0.83346], [-1.24619, 0.87330, 0.37076], [-0.38045, 0.39790, -0.77850], [0.96829, 0.99494, -1.06184], [0.86078, -0.42563, -0.56134], [1.36746, -0.79451, 0.81634], [2.62798, -1.43500, 0.75576], [-2.88518, -0.51140, 0.01026], [-2.86904, 0.16180, 1.64668], [-1.70462, -1.09304, 1.18961], [-0.61726, 1.18798, 1.21289], [-1.79926, 1.76721, 0.05372], [-0.95669, 0.11611, -1.65994], [1.25701, 1.17863, -2.09328], [1.33430, 1.73983, -0.35599], [1.04176, -1.21615, -1.28770], [1.41120, 0.09866, 1.46055], [0.69944, -1.51378, 1.30180], [3.21290, -0.86504, 0.24113]], "forces_ev_per_a": [[-0.04, -0.06, 0.01], [0.06, 0.05, 0.03], [-0.14, -0.02, -0.01], [0.10, 0.16, -0.06], [0.05, -0.17, 0.02], [-0.41, 0.15, 0.07], [0.26, 0.15, -0.11], [0.09, 0.05, 0.11], [0.10, -0.04, -0.11], [-0.07, 0.13, -0.05], [-0.07, -0.05, -0.12], [0.08, -0.11, 0.04], [0.10, 0.04, 0.13], [-0.05, -0.06, 0.17], [-0.06, -0.15, -0.08], [-0.05, 0.12, 0.08], [-0.01, -0.15, -0.10], [0.08, 0.07, -0.09], [0.00, -0.11, 0.08]], "nbo_charge": [-0.602, -0.398, -0.214, -0.424, -0.264, -0.059, -0.711, 0.203, 0.210, 0.202, 0.198, 0.205, 0.212, 0.217, 0.208, 0.221, 0.156, 0.179, 0.462], "largest_force_ev_per_a": 0.44, "smiles": "CC[C@H]1C[C@H]1CO", "gap_ev": 10.9513, "total_energy_ev": -8463.17402, "total_charge": 0, "multiplicity": 1, "e_above_lowest_kj_mol": 113.8}

=====

Record 2
{"formula": "C42H53NOP2S2Sc", "method": "wB97M-V/def2-TZVPD", "symbols": ["Sc", "C", "C", "C", "C", "C", "C", "C", "C", "C", "C", "H", "H", "H", "H", "H", "H", "H", "H", "H", "H", "H", "H", "H", "H", "C", "S", "C", "C", "C", "N", "P", "C", "C", "C", "C", "C", "C", "C", "C", "C", "C", "C", "C", "P", "C", "C", "C", "C", "C", "C", "C", "C", "C", "C", "C", "C", "H", "H", "H", "H", "H", "H", "H", "H", "H", "H", "H", "H", "H", "H", "H", "H", "H", "H", "H", "H", "H", "H", "H", "H", "H", "H", "H", "H", "H", "C", "C", "S", "O", "C", "C", "H", "H", "H", "H", "H", "H", "H", "H", "H", "H"], "coordinates": [[-0.31154, 0.04010, 0.45727], [1.12553, 2.28306, -1.41420], [0.38770, 3.36114, -0.61790], [-0.63256, 4.08594, -1.48139], [-0.20332, 2.69525, 0.60992], [0.64757, 2.12109, 1.57509], [0.14356, 1.38691, 2.64984], [-1.23528, 1.20044, 2.81957], [-1.77297, 0.47355, 4.01340], [-2.08187, 1.80663, 1.87515], [-1.57769, 2.54211, 0.80872], [1.51275, 2.67354, -2.35443], [0.43463, 1.47218, -1.71704], [1.97086, 1.86326, -0.86481], [1.12816, 4.08579, -0.26059], [-1.35308, 3.39118, -1.91651], [-0.13094, 4.58694, -2.30651], [-1.17665, 4.84502, -0.92519], [1.72433, 2.23248, 1.47131], [0.83178, 0.96017, 3.37350], [-1.81045, 1.16265, 4.85925], [-1.12830, -0.35639, 4.30180], [-2.78232, 0.10293, 3.84536], [-3.15346, 1.71680, 2.00344], [-2.26312, 2.98367, 0.10102], [3.35916, -7.91846, -1.76736], [3.31012, -6.14275, -2.06902], [3.95500, -5.49810, -0.49271], [3.02858, -4.44196, 0.11830], [2.95170, -3.21855, -0.79222], [1.92348, -2.22045, -0.39700], [0.30518, -2.25902, -0.89004], [-0.50673, -3.79957, -0.45572], [-1.32160, -3.82640, 0.67545], [-1.91483, -5.00503, 1.09600], [-1.68638, -6.17615, 0.38572], [-0.85923, -6.16930, -0.72900], [-0.26613, -4.99057, -1.14957], [0.29675, -2.09913, -2.68069], [-0.58075, -2.82116, -3.49050], [-0.60492, -2.60213, -4.85886], [0.23537, -1.65567, -5.42743], [1.10253, -0.92591, -4.62634], [1.13312, -1.14515, -3.26150], [2.11616, -1.07083, 0.81054], [2.45747, -1.81247, 2.40430], [3.75239, -2.00299, 2.88753], [3.94872, -2.67458, 4.08354], [2.86218, -3.16158, 4.79450], [1.56860, -2.97901, 4.31962], [1.37068, -2.30534, 3.12840], [3.51911, -0.01944, 0.38929], [3.97464, 0.91068, 1.32922], [4.97084, 1.81194, 0.99496], [5.53061, 1.78955, -0.27554], [5.09520, 0.86273, -1.21010], [4.08865, -0.03519, -0.88442], [2.97669, -8.39763, -2.66609], [2.73693, -8.20049, -0.92147], [4.38188, -8.25047, -1.61159], [4.95348, -5.08411, -0.64382], [4.07117, -6.33708, 0.19238], [3.39719, -4.14400, 1.10229], [2.03928, -4.87829, 0.26198], [2.72620, -3.50533, -1.82573], [3.92340, -2.71557, -0.80886], [-1.48744, -2.92119, 1.25535], [-2.54525, -5.01807, 1.97269], [-2.14541, -7.09863, 0.71017], [-0.67055, -7.08615, -1.26908], [0.40711, -5.01342, -1.99657], [-1.24798, -3.55678, -3.06395], [-1.26806, -3.18243, -5.48271], [0.21822, -1.49172, -6.49311], [1.76481, -0.19781, -5.07104], [1.83068, -0.58132, -2.65346], [4.60564, -1.63638, 2.33379], [4.94848, -2.82348, 4.46188], [3.02187, -3.68839, 5.72283], [0.72945, -3.36264, 4.87793], [0.35467, -2.19006, 2.74982], [3.57415, 0.91715, 2.33721], [5.32460, 2.51996, 1.73014], [6.31551, 2.48531, -0.53037], [5.54560, 0.82904, -2.19054], [3.76785, -0.75477, -1.62359], [-4.57775, 1.52837, -1.61133], [-3.71237, 0.76012, -2.58759], [-2.66799, -0.53258, -1.91143], [-1.75367, 0.23212, -0.89000], [-3.82157, -1.48912, -0.88787], [-3.93136, -1.02620, 0.54995], [-5.02304, 2.37724, -2.12612], [-3.99140, 1.91084, -0.77932], [-5.39413, 0.92398, -1.22278], [-3.01844, 1.39621, -3.14019], [-4.29717, 0.22457, -3.34128], [-3.47970, -2.52278, -0.96163], [-4.78253, -1.41791, -1.39832], [-2.96626, -1.10712, 1.07989], [-4.62084, -1.69099, 1.07062], [-4.30636, -0.00862, 0.63085]], "forces_ev_per_a": [[-0.30, 0.39, -0.21], [-0.04, -0.23, -0.12], [0.07, 0.08, 0.15], [0.02, 0.00, -0.01], [0.15, -0.05, 0.14], [0.18, 0.05, -0.13], [0.26, -0.09, 0.04], [-0.05, 0.01, -0.15], [-0.02, -0.07, -0.01], [0.09, -0.17, 0.16], [0.06, -0.02, -0.05], [0.06, 0.05, -0.01], [0.02, 0.06, 0.05], [0.05, -0.02, 0.01], [-0.05, -0.04, -0.04], [-0.06, -0.07, -0.04], [0.04, 0.01, -0.01], [-0.05, 0.08, 0.07], [-0.11, 0.05, 0.02], [-0.03, 0.02, -0.02], [-0.02, 0.00, 0.03], [0.02, 0.00, 0.03], [-0.03, 0.00, 0.00], [-0.02, -0.03, -0.03], [-0.03, 0.02, -0.01], [0.05, -0.06, -0.02], [-0.06, 0.15, 0.01], [0.00, 0.05, 0.13], [0.01, -0.11, -0.13], [0.01, -0.03, -0.07], [0.16, -0.23, -0.02], [-0.15, 0.19, 0.25], [0.19, -0.14, -0.06], [-0.06, 0.05, 0.07], [0.00, -0.01, -0.02], [-0.01, 0.02, 0.02], [0.01, 0.04, -0.01], [0.04, 0.04, -0.01], [-0.01, -0.16, -0.03], [-0.04, 0.00, 0.00], [0.05, 0.03, 0.02], [-0.05, -0.04, 0.05], [0.02, 0.03, -0.07], [0.07, 0.07, 0.07], [-0.02, 0.48, 0.12], [0.07, -0.10, -0.01], [-0.02, 0.03, -0.01], [-0.03, 0.01, -0.02], [-0.07, -0.01, -0.01], [0.09, 0.02, 0.01], [-0.09, 0.03, -0.01], [0.07, -0.08, -0.07], [-0.05, -0.06, 0.06], [0.00, 0.00, 0.02], [-0.01, -0.01, -0.02], [-0.04, -0.02, 0.05], [-0.04, 0.04, 0.02], [-0.01, 0.00, -0.01], [-0.02, 0.02, 0.04], [0.03, -0.02, 0.01], [0.01, 0.01, -0.07], [-0.08, 0.01, 0.01], [0.06, -0.02, 0.00], [-0.05, 0.03, -0.02], [0.01, -0.05, 0.09], [-0.09, -0.06, 0.00], [-0.02, 0.05, -0.02], [-0.04, 0.01, 0.06], [-0.03, -0.05, 0.01], [0.03, -0.03, -0.02], [0.01, 0.02, -0.05], [0.00, -0.04, 0.03], [-0.06, -0.03, -0.04], [0.01, 0.01, -0.12], [0.04, 0.05, -0.03], [0.01, 0.01, 0.05], [0.04, 0.03, -0.04], [0.09, 0.00, 0.01], [0.01, -0.04, 0.08], [-0.09, -0.05, 0.06], [0.03, 0.02, -0.02], [-0.02, -0.03, 0.03], [0.02, 0.04, 0.04], [0.06, 0.05, -0.02], [0.03, 0.00, -0.08], [-0.05, -0.02, -0.04], [-0.03, 0.01, 0.02], [-0.01, -0.09, -0.10], [0.10, 0.14, -0.13], [-0.36, -0.27, -0.04], [0.01, 0.01, -0.01], [0.20, -0.11, 0.22], [-0.01, 0.03, -0.03], [0.02, 0.05, 0.04], [-0.03, -0.03, 0.02], [0.06, 0.01, 0.04], [-0.05, 0.00, -0.02], [0.03, 0.03, 0.04], [-0.02, -0.02, -0.09], [-0.25, 0.06, -0.13], [-0.01, 0.01, 0.00], [0.06, -0.03, 0.04]], "lowdin_charge": [0.937, -0.040, -0.339, -0.038, -0.209, -0.066, -0.064, -0.277, 0.002, -0.009, -0.015, 0.112, 0.067, 0.066, 0.165, 0.079, 0.103, 0.101, 0.122, 0.142, 0.119, 0.087, 0.095, 0.140, 0.118, -0.397, 0.813, -0.465, -0.243, -0.223, -0.427, 0.952, -0.359, -0.125, -0.050, -0.027, -0.028, -0.095, -0.369, -0.103, -0.040, -0.032, -0.044, -0.096, 0.939, -0.367, -0.073, -0.032, -0.027, -0.048, -0.114, -0.367, -0.119, -0.041, -0.032, -0.039, -0.096, 0.039, 0.039, 0.046, 0.083, 0.087, 0.103, 0.097, 0.098, 0.117, 0.070, 0.118, 0.125, 0.126, 0.093, 0.103, 0.122, 0.123, 0.120, 0.082, 0.117, 0.125, 0.125, 0.117, 0.076, 0.112, 0.123, 0.124, 0.122, 0.087, -0.089, -0.350, 1.078, -0.639, -0.328, -0.101, 0.105, 0.056, 0.087, 0.102, 0.115, 0.088, 0.112, 0.047, 0.110, 0.068], "largest_force_ev_per_a": 0.53, "gap_ev": 5.1425, "total_energy_ev": -108879.76424, "total_charge": 3, "multiplicity": 1}